1.
C9H17N3O2S in the gas phase. Source: OMol25; level of theory: wB97M-V/def2-TZVPD.

The geometry in XYZ format:
```
32
Properties=species:S:1:pos:R:3:forces:R:3:nbo_charge:R:1
H -3.101 -0.987 2.705 -0.6 1.1 -0.2 0.35
N -2.200 -1.351 2.490 1.3 -1.3 -0.1 -0.65
C -1.368 -0.756 1.734 1.1 -1.3 1.2 0.25
C -0.064 -1.411 1.397 0.0 -0.5 -0.4 -0.28
C 0.720 -0.867 0.471 0.5 -1.1 -1.4 0.09
C 1.921 -1.480 -0.217 -1.8 -2.8 0.7 -0.42
C 1.686 -2.385 -1.441 -2.3 4.0 0.8 -0.58
C 0.555 0.463 -0.126 -3.8 0.3 1.9 -0.28
N -0.538 1.170 0.564 2.2 2.7 0.2 -0.39
C -0.786 2.550 0.164 -0.9 1.3 -2.5 -0.23
C 0.426 3.532 0.322 0.0 -0.6 -5.5 -0.62
C -1.538 0.534 1.083 -0.2 -4.1 -1.8 -0.07
S -2.668 -0.292 -0.613 3.3 -1.1 0.3 2.03
N -2.760 -1.940 -0.755 -2.4 -0.4 2.3 -1.07
O -3.997 0.155 -0.519 -2.6 1.2 -0.2 -0.95
O -1.742 0.011 -1.707 -0.8 0.5 -0.1 -1.01
H 0.251 -2.422 1.708 -0.8 0.6 0.4 0.23
H 2.439 -0.687 -0.543 2.6 2.7 -1.0 0.19
H 2.498 -2.104 0.390 1.1 -0.5 1.7 0.21
H 1.086 -3.149 -1.124 -1.9 -2.1 0.5 0.20
H 2.553 -2.802 -1.797 2.2 -0.4 -1.2 0.21
H 1.111 -1.685 -2.074 0.4 -1.1 -0.8 0.21
H 1.406 0.954 0.133 2.6 1.8 0.1 0.21
H 0.217 0.540 -1.129 0.7 -0.6 -1.4 0.26
H -1.640 3.068 0.691 0.8 -1.2 0.0 0.22
H -1.220 2.452 -0.922 1.1 0.6 1.5 0.21
H 1.325 3.309 -0.393 -1.4 -0.3 1.5 0.20
H 0.221 4.554 -0.074 -0.5 -0.7 0.8 0.23
H 0.707 3.513 1.289 1.2 0.3 3.2 0.21
H -2.280 1.086 1.433 -3.2 2.5 1.7 0.22
H -3.073 -2.515 0.063 0.2 1.1 -1.0 0.40
H -2.013 -2.355 -1.197 2.1 -0.8 -1.1 0.39
```
Forces are in eV/Å.

- net charge = 0
- HOMO level (eV) = -8.07
- molecular weight (g/mol) = 231.3
- relative energy (zero: lowest compared OMol25 entry of this formula, charge and spin) (kcal/mol) = 102.9
- SMILES = [H]/N=C1/C=C(CC)CN(CC)[C@H]1S(N)(=O)=O
- lowest unoccupied orbital energy (eV) = 0.339

2.
A molecular structure, C17H24F6N3O5PPdS3. Source: OMol25; level of theory: wB97M-V/def2-TZVPD.

The geometry in XYZ format:
```
60
Properties=species:S:1:pos:R:3:forces:R:3:nbo_charge:R:1
Pd 0.373 -0.159 0.594 0.4 -0.2 0.3 0.67
F -1.022 -4.943 -0.650 0.0 0.0 0.0 -0.30
C -1.552 -3.940 0.039 0.0 0.0 0.0 0.74
F -2.838 -4.193 0.257 0.0 0.0 0.0 -0.30
F -0.921 -3.840 1.199 0.0 0.0 0.0 -0.30
S -1.385 -2.382 -0.976 0.1 0.0 -0.1 2.25
O -0.071 -1.855 -0.553 0.0 0.0 0.2 -0.96
O -1.421 -2.826 -2.330 0.0 0.0 0.0 -0.90
N -2.584 -1.442 -0.680 0.0 0.1 0.1 -1.23
S -2.868 -0.676 0.685 0.0 -0.2 0.0 2.25
O -2.245 -1.303 1.819 -0.1 0.1 0.0 -0.95
O -2.789 0.746 0.534 0.0 0.0 0.0 -0.93
C -4.669 -1.020 0.849 0.0 0.0 0.0 0.73
F -4.910 -2.325 0.843 0.0 0.0 0.0 -0.30
F -5.083 -0.512 2.012 0.0 0.0 0.0 -0.31
F -5.348 -0.445 -0.137 0.0 0.0 0.0 -0.30
C -2.862 0.341 4.703 0.0 0.0 0.0 -0.62
C -1.602 -0.212 5.348 0.0 0.0 0.0 -0.21
N -0.798 -1.003 4.414 0.0 -0.1 0.0 -0.38
C -1.062 -2.441 4.396 0.0 0.0 0.0 -0.22
C -0.200 -3.191 5.399 0.0 0.0 0.0 -0.62
C 0.058 -0.418 3.590 0.2 0.0 0.0 0.39
S 1.084 -1.367 2.552 -0.4 0.1 -0.1 -0.25
N 0.170 0.917 3.711 -0.1 0.1 -0.1 -0.65
C 0.603 1.744 2.803 0.0 0.0 0.1 0.66
O 0.743 1.563 1.543 0.0 -0.2 -0.1 -0.68
C 0.935 3.127 3.272 0.0 0.0 0.0 -0.05
C 0.640 3.518 4.575 0.0 0.0 0.0 -0.19
C 0.951 4.797 5.007 0.0 0.0 0.0 -0.21
C 1.565 5.694 4.144 0.0 0.0 0.0 -0.20
C 1.865 5.308 2.845 0.0 0.0 0.0 -0.22
C 1.548 4.031 2.410 0.0 0.0 0.0 -0.19
H -3.437 0.905 5.439 0.0 0.0 0.0 0.21
H -3.490 -0.460 4.314 0.0 0.0 0.0 0.21
H -2.607 1.004 3.876 0.0 0.0 0.0 0.23
H -1.850 -0.872 6.180 0.0 0.0 0.0 0.20
H -0.981 0.595 5.731 0.0 0.0 0.0 0.22
H -0.888 -2.803 3.389 0.0 0.0 0.0 0.25
H -2.123 -2.567 4.617 0.0 0.0 0.0 0.20
H 0.854 -3.081 5.145 0.0 0.0 0.0 0.22
H -0.448 -4.253 5.386 0.0 0.0 0.0 0.22
H -0.352 -2.820 6.414 0.0 0.0 0.0 0.20
H 0.164 2.810 5.237 0.0 0.0 0.0 0.23
H 0.714 5.094 6.020 0.0 0.0 0.0 0.21
H 1.809 6.693 4.483 0.0 0.0 0.0 0.21
H 2.346 6.003 2.170 0.0 0.0 0.0 0.21
H 1.780 3.723 1.401 0.0 0.0 0.0 0.22
C 0.762 2.715 -1.159 0.0 0.0 0.0 -0.96
P 0.263 0.990 -1.343 -0.2 0.2 -0.2 1.12
C -1.288 1.081 -2.264 0.0 0.0 -0.1 -0.97
C 1.439 0.247 -2.501 0.0 0.0 0.0 -0.96
H 0.814 3.196 -2.136 0.0 0.0 0.0 0.24
H 1.732 2.766 -0.667 0.0 0.0 0.0 0.25
H 0.030 3.225 -0.533 0.0 0.0 0.0 0.26
H -1.150 1.704 -3.150 0.0 0.0 0.0 0.23
H -2.058 1.502 -1.621 0.0 0.0 0.0 0.28
H -1.609 0.088 -2.570 0.0 0.0 0.0 0.26
H 1.385 0.746 -3.470 0.0 0.0 0.0 0.24
H 1.196 -0.808 -2.621 0.0 0.0 0.0 0.27
H 2.451 0.331 -2.105 0.0 0.0 0.0 0.25
```
Forces are in eV/Å.

- net charge = 0
- HOMO level (eV) = -8.53
- molecular weight (g/mol) = 698.0
- relative energy (zero: lowest compared OMol25 entry of this formula, charge and spin) (kcal/mol) = 4.8
- lowest unoccupied orbital energy (eV) = -0.538

3.
C6H10O in the gas phase. Source: OMol25; level of theory: wB97M-V/def2-TZVPD.

The geometry in XYZ format:
```
17
Properties=species:S:1:pos:R:3:forces:R:3:nbo_charge:R:1
C 2.694 1.327 0.290 0.3 -0.5 -0.1 -0.61
C 2.573 -0.170 0.672 -0.8 1.4 1.1 -0.43
C 1.189 -0.748 0.405 1.2 -0.2 -1.0 -0.17
C 0.086 -0.042 0.202 -0.6 0.4 0.1 -0.23
C -1.212 -0.588 -0.174 0.3 -0.5 0.4 -0.29
C -2.241 0.181 -0.524 0.7 -1.3 -0.9 0.11
O -3.449 -0.391 -0.889 0.6 1.0 0.3 -0.67
H 2.364 1.445 -0.741 -0.1 0.3 0.0 0.21
H 2.137 1.964 0.970 -0.4 0.0 -0.1 0.20
H 3.720 1.702 0.359 0.0 -0.3 0.0 0.21
H 3.409 -0.714 0.244 -0.3 -0.4 -0.1 0.21
H 2.668 -0.192 1.767 0.5 -0.3 -0.1 0.21
H 1.188 -1.821 0.222 -0.3 0.0 0.2 0.19
H 0.058 1.025 0.388 0.4 0.2 -0.2 0.19
H -1.268 -1.674 -0.174 -0.4 0.1 0.1 0.21
H -1.998 1.189 -0.854 -0.7 0.3 0.5 0.17
H -4.030 0.367 -0.982 -0.5 -0.2 -0.2 0.47
```
Forces are in eV/Å.

- net charge = 0
- HOMO level (eV) = -8.01
- molecular weight (g/mol) = 98.1
- relative energy (zero: lowest compared OMol25 entry of this formula, charge and spin) (kcal/mol) = 26.4
- SMILES = CC/C=C/C=C/O
- lowest unoccupied orbital energy (eV) = 0.862